(1)
Entry from the OMol25 dataset: a cluster of 5 separate species, C24H33F4N4O13Si in total at a distorted geometry (wB97M-V/def2-TZVPD).

Output
- HOMO energy (eV) = -12.71
- energy (eV) = -76738.77323
- total charge = +1
- HOMO-LUMO gap (eV) = 9.21

Each line ends with the Mulliken charge.
Positions of all 79 atoms, in Å:
N (1.066, -2.976, -0.989)  0.7006
F (-4.720, 1.843, -0.542)  -0.2105
H (3.558, -2.706, 0.294)  -0.7437
F (6.431, -3.116, 1.743)  -0.2820
O (-1.476, 0.741, -0.312)  -0.3178
N (1.160, -3.480, -3.011)  -0.4309
H (-3.335, 4.288, 2.645)  0.2155
O (-8.443, 1.605, -0.579)  -0.3291
O (-2.790, 2.385, 0.485)  -0.2221
Si (2.115, -0.294, -0.823)  0.3394
H (-3.170, 2.628, -1.527)  0.2199
H (-0.089, -3.911, 0.419)  0.5051
C (3.311, -3.688, 0.719)  0.8096
F (-10.591, 3.338, 1.466)  -0.2990
H (4.644, -6.485, -1.310)  0.4398
C (-1.570, 1.790, 0.559)  0.4984
O (-6.886, 0.968, 0.913)  -0.5207
C (0.744, -3.194, 0.422)  -0.5190
O (4.372, -2.282, -3.527)  -0.3795
H (-2.698, 0.269, -1.941)  0.3348
O (-8.581, 2.316, 1.547)  -0.2796
H (-8.958, 4.104, 0.594)  0.2416
C (4.441, -2.006, -5.024)  -0.8098
C (-7.876, 1.570, 0.653)  0.7126
H (1.564, -0.488, -4.203)  0.3528
O (-0.698, 2.137, 1.280)  -0.4955
C (2.034, -1.469, -4.079)  -1.0973
H (-4.159, 5.463, 3.685)  0.2828
N (0.819, -3.915, -1.816)  -0.5596
H (4.522, -0.641, -1.561)  0.3806
H (1.729, 1.167, 1.096)  0.4423
H (2.152, 1.118, -2.935)  0.4937
C (-2.775, 0.563, -0.896)  -0.4004
C (1.639, 1.148, -1.967)  -1.1316
H (-5.396, 3.048, 2.230)  0.0767
H (-3.316, -0.211, -0.350)  0.2859
C (-5.902, 5.661, 1.503)  0.6579
C (-3.388, 1.925, -0.720)  0.1564
F (-5.757, 3.590, 4.125)  -0.3231
H (1.784, -3.469, 2.307)  0.4451
H (0.355, -2.316, 0.948)  -0.0460
H (-10.496, 1.604, -0.330)  0.2965
O (-6.501, 4.783, 2.361)  -0.3052
C (3.604, -1.203, -3.988)  0.2596
C (7.702, -1.827, 3.275)  -0.3961
H (0.378, -0.070, 0.965)  0.0516
N (1.578, -1.880, -1.548)  0.8529
C (1.448, 0.130, 0.876)  -1.0314
C (7.011, -1.904, 1.940)  0.2435
H (4.264, 0.872, -0.625)  0.4623
H (1.918, -2.050, -4.998)  0.4363
O (5.991, -0.931, 2.058)  -0.1836
H (0.545, 1.221, -2.046)  0.2214
C (-9.678, 2.315, -0.457)  -0.4829
H (2.020, 2.036, -1.435)  0.3433
H (1.670, -4.917, 1.335)  0.4811
C (-9.442, 3.142, 0.778)  0.3929
C (4.006, -0.198, -0.696)  -0.7203
C (1.879, -3.838, 1.275)  -0.7993
O (5.995, 1.093, 3.060)  -0.4766
H (3.942, -0.180, -3.759)  0.4410
O (7.539, -0.447, 3.616)  -0.3345
C (6.463, 0.016, 2.931)  0.5308
C (3.676, -4.781, -0.226)  -0.9489
C (-4.260, 4.841, 2.794)  -0.3585
C (1.611, -2.229, -2.865)  0.5670
H (4.397, -0.686, 0.208)  -0.1298
H (1.992, -0.496, 1.610)  0.4400
H (7.648, -1.663, 1.087)  0.2971
H (8.754, -2.096, 3.219)  0.2911
H (7.218, -2.447, 4.030)  0.2843
O (-6.485, 6.326, 0.715)  -0.5085
C (-5.467, 3.945, 2.851)  0.5945
H (3.999, -3.822, 1.569)  0.3846
H (5.406, -1.549, -5.248)  0.2919
H (-9.871, 2.921, -1.338)  0.2863
O (-4.553, 5.669, 1.666)  -0.3333
C (4.044, -5.674, -0.943)  0.0047
H (4.189, -3.044, -5.240)  0.3596

=====

(2)
Entry from the OMol25 dataset: a cluster of 7 separate species, C24H33FO21 in total at a distorted geometry (wB97M-V/def2-TZVPD).

Output
- SMILES = O=C1OC[C@@H](F)O1.C[C@H]1COC(=O)O1.C[C@H]1COC(=O)O1.C[C@H]1COC(=O)O1.O=C1OCCO1.O=C1OCCO1.O=C1OCCO1
- relative energy (zero: lowest compared OMol25 entry of this formula, charge and spin) (kJ/mol) = 81.16
- HOMO energy (eV) = -10.64
- energy (eV) = -71135.62114
- total charge = 0
- HOMO-LUMO gap (eV) = 10.47

Each line ends with the Mulliken charge.
Positions of all 79 atoms, in Å:
H (-1.303, -6.134, 1.143)  0.2703
O (-3.046, 3.532, 1.900)  -0.5407
O (-2.848, -8.438, 2.439)  -0.3223
H (-0.084, -7.454, 4.032)  0.3643
C (-5.785, -3.217, -5.914)  0.3100
C (-4.831, -4.366, -6.413)  -0.3305
H (-0.334, -7.708, 1.195)  0.2550
O (-2.092, 5.372, 1.068)  -0.3080
H (5.813, 6.508, 2.041)  0.2237
O (-3.550, 2.563, -5.502)  -0.3004
O (2.315, -2.148, -0.735)  -0.5925
O (-2.671, 5.339, 3.186)  -0.3288
C (-2.700, 3.426, -6.106)  0.6397
H (-3.650, 2.173, -3.429)  0.2753
C (-2.615, 4.632, 2.062)  0.6883
H (-4.570, -4.106, -7.439)  0.2678
O (5.488, -0.941, 2.895)  -0.2712
C (-3.827, -3.205, -4.746)  0.7060
C (-2.930, -8.737, 1.185)  0.7035
H (7.950, 5.145, 2.226)  0.3511
O (4.329, 4.692, 5.419)  -0.5464
C (-1.938, 6.693, 1.480)  -0.2574
C (-0.480, -0.799, 0.749)  -0.4872
H (-1.418, -8.432, 4.588)  0.3353
C (5.870, 5.486, 2.415)  0.4788
H (-0.414, -9.034, 3.216)  0.3500
O (7.239, -0.322, 4.107)  -0.3331
H (-2.260, -6.590, 3.031)  0.2851
O (0.588, -1.746, 0.752)  -0.3410
C (4.564, 4.843, 2.018)  -0.4510
O (-2.882, 3.969, -7.214)  -0.5738
O (5.957, 5.318, 3.802)  -0.3455
H (4.508, 0.745, 3.685)  0.1900
O (-1.614, 3.674, -5.341)  -0.3122
C (6.195, 0.162, 4.820)  -0.2237
H (-2.628, 7.332, 3.501)  0.2888
H (-1.964, 3.651, -3.294)  0.1976
O (3.911, 4.605, 3.192)  -0.2768
C (-6.392, -2.147, -6.970)  -1.2959
F (1.052, 0.858, 1.403)  -0.2764
H (-5.245, -5.366, -6.285)  0.2805
C (-1.808, 2.992, -4.148)  -0.1666
H (4.276, -0.710, 4.618)  0.2616
C (-1.292, -7.207, 1.335)  -0.3182
H (-6.636, -3.643, -5.384)  0.2339
C (1.400, -1.443, -0.243)  0.6974
H (-1.005, 6.529, 3.274)  0.2348
O (-4.958, -2.544, -5.008)  -0.3355
C (4.983, -0.195, 3.967)  -0.1818
O (1.169, -0.191, -0.564)  -0.3247
C (-0.846, -8.159, 3.701)  -1.3080
H (-6.936, -1.323, -6.507)  0.3486
H (4.741, 3.907, 1.489)  0.2972
H (-7.272, -2.542, -7.477)  0.3824
O (7.512, -1.495, 2.119)  -0.5430
C (0.352, 0.415, 0.385)  0.3284
H (6.281, 1.238, 4.972)  0.2301
H (-2.686, 7.303, 0.974)  0.2449
H (-0.941, 2.375, -3.908)  0.2349
O (-3.707, -9.541, 0.664)  -0.5971
C (-3.004, 2.119, -4.305)  -0.2201
H (-0.788, -0.692, 1.789)  0.3064
H (7.046, 3.688, 1.876)  0.3225
C (4.689, 4.917, 4.266)  0.6009
H (4.056, 5.513, 1.324)  0.3028
O (-2.133, -7.948, 0.487)  -0.3238
H (-0.390, 1.124, 0.017)  0.3476
C (-1.841, -7.521, 2.649)  0.3063
O (-3.685, -4.194, -5.614)  -0.3237
H (7.165, 5.045, 0.667)  0.3739
C (-2.050, 6.578, 2.967)  -0.2562
H (-2.641, 1.106, -4.477)  0.2257
C (6.831, -1.011, 3.008)  0.6222
O (-2.937, -2.822, -4.014)  -0.5739
H (-0.956, 7.038, 1.155)  0.2358
H (-1.225, -1.077, 0.004)  0.3386
C (7.064, 4.766, 1.716)  -1.3313
H (-5.638, -1.862, -7.704)  0.3316
H (6.104, -0.360, 5.772)  0.2489

=====

(3)
Entry from the OMol25 dataset: a structure of composition C24H33FeN7O3S2 (wB97M-V/def2-TZVPD).

Output
- relative energy (zero: lowest compared OMol25 entry of this formula, charge and spin) (kJ/mol) = 8.48
- HOMO energy (alpha / beta) (eV) = -15.36 / -15.36
- energy (eV) = -98033.11707
- total charge = +3
- 2S+1 = 6
- HOMO-LUMO gap (alpha / beta) (eV) = 7.98 / 5.63
- expectation value of S² = 8.759

Each line ends with the Mulliken charge.
Positions of all 70 atoms, in Å:
C (3.733, -3.114, -0.447)  -0.2337
C (2.636, 5.453, 5.056)  -0.3418
C (4.691, 4.946, 3.347)  -0.2578
C (1.721, 2.715, 1.780)  -0.5535
H (-3.378, 2.282, -1.308)  0.2948
H (-2.694, 1.365, -3.880)  0.3195
H (1.922, 2.863, 2.831)  0.4778
H (5.535, 4.758, 2.699)  0.4140
H (-4.376, 2.281, -2.648)  0.3815
C (-3.044, -2.541, 3.745)  -0.7880
H (-4.093, -2.272, 3.848)  0.3096
H (2.238, -0.555, 1.146)  0.4569
N (-2.230, -3.982, -3.211)  -0.0269
O (-0.654, 0.289, -2.489)  -0.9193
S (3.201, 4.986, 1.079)  -0.1924
C (2.221, 3.593, 0.811)  1.1489
N (1.475, -1.504, -0.533)  0.3066
H (-2.902, -4.290, -5.183)  0.3864
C (-1.678, -2.854, -2.807)  0.6073
N (-2.373, -1.520, 2.926)  0.1146
H (2.878, -4.069, -2.180)  0.4718
H (-0.639, -1.331, -3.720)  0.1959
H (-2.165, 0.533, 2.549)  0.1451
H (4.617, -3.737, -0.417)  0.4506
C (2.772, -3.299, -1.428)  -0.8698
Fe (-0.314, -0.433, -0.425)  1.2676
C (4.861, 5.083, 4.722)  -0.4058
H (-3.431, 3.603, -2.346)  0.3830
H (-2.588, -2.580, 4.732)  0.3585
C (-2.323, 1.926, -3.026)  -0.6994
H (-2.457, -5.905, -2.419)  0.3296
C (-1.596, 0.998, -2.068)  1.1123
C (2.353, 5.349, 3.702)  -0.2028
H (-3.078, -4.589, -1.401)  0.2680
H (-1.573, -2.438, -5.840)  0.3204
H (0.896, -2.592, -2.192)  0.3674
H (2.275, 3.939, -1.328)  0.4811
H (-1.633, 2.687, -3.385)  0.3242
H (1.845, 5.669, 5.765)  0.3743
H (-1.442, -5.182, -4.754)  0.3828
C (-1.552, -1.864, 1.985)  0.1229
O (-1.966, 0.975, -0.867)  -0.8550
C (-1.961, -4.233, -4.637)  -0.6652
S (-1.804, -2.282, -1.173)  -0.5178
H (-1.416, -2.934, 1.830)  0.5021
C (1.663, -2.481, -1.439)  -0.0200
C (1.172, 2.190, -0.837)  -0.6716
H (-2.265, 0.083, 4.269)  0.3528
C (3.408, 5.072, 2.843)  0.4308
C (1.910, 3.300, -0.533)  -1.1000
O (-0.892, -1.038, 1.271)  -0.6290
C (2.408, -1.336, 0.424)  -0.1308
H (4.265, -1.937, 1.281)  0.4647
H (-0.109, -3.316, -5.388)  0.3211
H (-3.968, -5.085, -2.851)  0.3324
N (-3.465, 2.584, -2.299)  -0.2076
N (3.859, 5.320, 5.563)  -0.5080
C (-2.644, -0.122, 3.269)  -0.7886
H (5.847, 4.993, 5.162)  0.3776
H (-2.967, -3.513, 3.266)  0.3004
H (-3.720, 0.040, 3.260)  0.3587
H (0.550, 0.971, 2.131)  0.5538
H (1.350, 5.518, 3.332)  0.4666
H (0.984, 1.932, -1.871)  0.5843
C (3.543, -2.115, 0.496)  -0.8986
C (-1.103, -3.025, -5.055)  -0.6314
C (-2.977, -4.947, -2.420)  -0.8593
N (0.691, 1.343, 0.100)  0.4482
C (0.970, 1.635, 1.385)  -1.1806
N (-1.023, -2.258, -3.802)  0.0876

=====

- Which value of energy does entry 3 give?
  -98033.11707 eV